Record 1
Entry from OMol25: a cluster of 4 separate species, C16H47N6O5P in total at a distorted geometry (the ωB97M-V functional and the def2-TZVPD basis).

```
! RIJCOSX wB97M-V def2-TZVPD def2/J DEFGRID3
* xyz 0 1
N 5.43858 1.22639 1.23791
C 4.43846 1.88449 0.30342
N 5.05360 2.70747 -0.80664
N 3.62300 0.77507 -0.32386
C 3.47938 2.84147 1.28335
P 1.66848 2.86537 0.60967
C -0.11157 2.69538 -0.10607
C -0.78016 1.38376 0.64636
O -1.43387 1.56840 1.79752
O -0.68776 -0.01409 0.15015
H 5.59616 1.90362 2.03245
H 4.88305 0.44331 1.69574
H 5.36394 3.65315 -0.49360
H 5.78765 2.19330 -1.34115
H 3.29862 1.02229 -1.28435
H 4.11650 -0.14390 -0.29410
H 3.93585 3.92824 1.42174
H 3.41428 2.24636 2.31612
H 2.13694 3.25053 -0.69879
H 1.28074 3.93444 1.52518
H 1.53405 1.51869 1.10931
H -0.76224 3.63844 0.18310
H -0.11624 2.47031 -1.26720
H -0.34511 -0.52304 0.96740
C 2.67345 0.01246 6.91694
O 1.94945 -0.00254 5.69553
C 0.62875 0.54081 5.78580
C 0.57013 2.08433 5.71402
C 0.99264 2.77152 7.00965
N 1.38719 2.60441 4.60918
H 2.02659 -0.15100 7.78340
H 3.21777 0.95259 7.01620
H 3.41376 -0.79239 6.88187
H 0.08854 0.14332 4.91768
H 0.11095 0.15764 6.67302
H -0.47437 2.36334 5.52861
H 2.07724 2.77029 7.15393
H 0.67678 3.82114 7.00523
H 0.53104 2.29072 7.87922
H 1.03532 2.21708 3.73314
H 2.31901 2.18933 4.69888
C -0.75053 1.50366 -4.85232
O -1.40748 1.76126 -3.62011
C -2.83314 1.83768 -3.71626
C -3.54441 0.46468 -3.72162
C -3.44614 -0.26777 -5.05701
N -3.03445 -0.41118 -2.65788
H -1.26012 1.97238 -5.69879
H -0.65806 0.42790 -5.00777
H 0.26190 1.91351 -4.78865
H -3.15840 2.38110 -2.82051
H -3.13220 2.45099 -4.57447
H -4.60946 0.64774 -3.53361
H -2.46347 -0.72097 -5.21864
H -4.17918 -1.08156 -5.10050
H -3.65288 0.40886 -5.89356
H -3.19372 0.04243 -1.75780
H -2.01400 -0.42838 -2.74162
C -0.46767 -5.61932 -2.55494
O -0.96510 -4.29305 -2.45574
C -2.07872 -4.01512 -3.31027
C -3.44141 -4.48727 -2.75243
C -3.66209 -5.99247 -2.87521
N -3.61559 -4.09206 -1.34808
H -0.54386 -6.01484 -3.57162
H -0.99104 -6.26746 -1.85069
H 0.58782 -5.60771 -2.26704
H -2.11304 -2.92236 -3.40059
H -1.89947 -4.40244 -4.32020
H -4.22420 -3.99872 -3.34552
H -3.10274 -6.56350 -2.12806
H -4.72090 -6.23585 -2.72962
H -3.37321 -6.35322 -3.86858
H -3.56572 -3.07466 -1.28718
H -2.78389 -4.40479 -0.83906
*
```

- M (u) = 434.56
- HOMO energy (eV) = -8.33
- energy (Ha) = -1683.67074
- structure (SMILES) = NC(N)(N)C[PH3]CC(=O)O.COC[C@@H](C)N.COC[C@@H](C)N.COC[C@@H](C)N
- HOMO-LUMO gap (eV) = 8.87


Record 2
Entry from OMol25: a structure of composition C16H48GaO17P4 at a distorted geometry (the ωB97M-V functional and the def2-TZVPD basis).

```
! RIJCOSX wB97M-V def2-TZVPD def2/J DEFGRID3
* xyz -1 1
C -0.29259 -2.39941 -3.38104
C -0.20294 -1.97727 -4.96564
O 0.03275 -3.09557 -5.89235
C 1.45053 -3.21810 -6.27262
C 2.19525 -4.09445 -5.08648
Ga 3.30517 -2.68469 -3.97882
H -1.40780 -2.26511 -2.98593
H 0.43851 -1.69573 -2.76652
H 0.02281 -3.50175 -3.14319
H 0.55681 -1.08445 -5.06971
H -1.27568 -1.53654 -5.24815
H 1.99957 -2.20437 -6.47345
H 1.52004 -3.87401 -7.25377
H 2.91266 -4.92591 -5.49315
H 1.37898 -4.63951 -4.42506
H 4.80214 -2.76553 -4.58746
H 3.40872 -3.11705 -2.41979
H 2.74718 -1.19742 -4.16164
C -3.58160 -5.02431 1.67710
O -4.26219 -3.87804 1.22198
P -4.09942 -3.45430 -0.32429
O -2.95076 -2.54820 -0.62337
O -5.55618 -2.85952 -0.68237
C -6.68205 -3.52934 -0.14686
O -4.07827 -4.85463 -1.12659
C -3.85127 -4.77318 -2.51996
H -3.74287 -5.11664 2.75386
H -3.99335 -5.91473 1.19376
H -2.51098 -4.94593 1.47624
H -6.90884 -3.11796 0.84140
H -6.50355 -4.60543 -0.06008
H -7.53993 -3.37029 -0.80329
H -4.58355 -4.10973 -2.98729
H -3.95546 -5.77264 -2.94990
H -2.83907 -4.40844 -2.71718
C 4.98862 0.15060 2.64125
O 4.95660 0.59209 1.30396
P 3.78658 0.04000 0.34310
O 4.09502 -1.23090 -0.37772
O 3.47839 1.31027 -0.60324
C 3.48442 2.58944 0.00231
O 2.48199 -0.02393 1.29126
C 1.31361 -0.56935 0.71068
H 5.88140 0.56130 3.11898
H 4.11244 0.52792 3.17598
H 5.02059 -0.93996 2.68978
H 4.50112 2.99331 -0.02041
H 3.13499 2.54339 1.03823
H 2.82514 3.25501 -0.55851
H 1.05742 -0.03254 -0.20637
H 0.48974 -0.46692 1.42158
H 1.46055 -1.63099 0.49207
C -0.86717 9.01869 -1.91583
O 0.34677 8.39126 -1.57383
P 0.28830 7.01323 -0.74040
O 0.27070 7.16263 0.74529
O 1.54182 6.18838 -1.33406
C 1.77738 6.27586 -2.72685
O -0.98015 6.22479 -1.35232
C -1.31636 5.00154 -0.72761
H -0.63879 9.96800 -2.40634
H -1.41931 8.39410 -2.62367
H -1.47167 9.20662 -1.02590
H 2.42367 7.13537 -2.92901
H 0.84241 6.38533 -3.28470
H 2.27962 5.36673 -3.06360
H -0.45449 4.32934 -0.71727
H -2.12439 4.53083 -1.29343
H -1.66052 5.18157 0.29493
C 0.42205 1.54860 7.40794
O 0.33027 1.39744 6.01044
P 0.66713 -0.04351 5.37231
O 2.10082 -0.27012 5.02147
O -0.36600 -0.13204 4.13581
C -1.67314 0.36947 4.34291
O 0.05635 -1.10389 6.42472
C 0.29648 -2.46942 6.14663
H 0.23590 2.59666 7.65466
H -0.34607 0.94242 7.89636
H 1.41353 1.26253 7.76546
H -1.69109 1.43682 4.10260
H -1.99798 0.22466 5.37773
H -2.36735 -0.15494 3.68319
H -0.05870 -2.72244 5.14433
H -0.24606 -3.07530 6.87682
H 1.36464 -2.68980 6.22987
*
```

- M (u) = 706.16
- HOMO energy (eV) = -3.71
- energy (Ha) = -5207.92622
- HOMO-LUMO gap (eV) = 5.52


Record 3
Entry from OMol25: a cluster of 8 separate species, C16H48N6O8 in total at a distorted geometry (the ωB97M-V functional and the def2-TZVPD basis).

```
! RIJCOSX wB97M-V def2-TZVPD def2/J DEFGRID3
* xyz 0 1
N 15.60385 5.46342 17.87605
C 16.34399 6.49294 17.51557
N 16.54900 7.38087 18.45039
O 16.96330 6.49691 16.19481
H 15.48527 4.78411 17.11714
H 15.02123 5.46691 18.62690
H 17.15027 8.21296 18.22158
H 15.86072 7.44622 19.25145
N 18.03479 12.88132 16.81489
C 18.91442 13.34072 15.97482
N 18.41167 14.34170 15.37502
O 20.22969 12.78388 15.86259
H 18.30245 11.99798 17.08932
H 17.17995 13.35895 17.18945
H 18.94151 14.70171 14.65950
H 17.53703 14.75257 15.64483
N 18.30489 6.23472 20.14092
C 18.51313 4.92537 20.05037
N 17.53150 4.37267 19.39915
O 19.50766 4.25911 20.75152
H 19.03515 6.76168 20.58627
H 17.74083 6.73923 19.39866
H 17.60702 3.38759 19.13848
H 16.78674 4.90654 18.82638
C 19.69877 4.73509 16.38235
C 21.17567 5.18001 16.35128
C 21.95025 4.68095 17.51096
O 21.75630 4.80235 15.28742
H 19.13475 5.16188 15.51800
H 19.33854 5.23240 17.20047
H 19.41995 3.66868 16.38972
H 21.28173 6.30037 16.49478
H 21.90497 3.63430 17.50025
H 21.55924 5.08580 18.46694
H 22.99136 5.05613 17.40553
H 22.05018 5.54452 14.84542
C 15.99292 11.75294 21.32605
C 15.98015 10.82937 20.14402
C 14.56183 10.46763 19.79224
O 16.47943 11.34026 19.15337
H 15.43466 11.44046 22.09294
H 15.59873 12.70534 21.10595
H 17.07759 11.95316 21.48852
H 16.56049 9.90918 20.30275
H 13.83543 10.11745 20.60924
H 14.53668 9.80706 18.96421
H 14.08515 11.33343 19.50777
H 15.91308 11.97861 18.72678
C 20.15617 8.94090 13.95089
C 18.63928 9.12980 13.72574
C 18.29690 10.66172 13.49156
O 18.03187 8.57080 12.78176
H 20.71291 8.77541 13.05867
H 20.18865 8.03508 14.58936
H 20.55911 9.86104 14.50676
H 18.08068 8.73466 14.53450
H 17.33447 10.81236 13.07142
H 19.00213 11.15328 12.80584
H 18.40692 11.19019 14.44966
H 17.16101 8.51958 13.07398
C 19.78807 10.30831 18.79990
C 19.08849 9.56637 17.63674
C 19.71507 8.22698 17.42072
O 17.84531 9.43210 17.76519
H 19.64176 9.78033 19.71485
H 19.35666 11.35671 18.95638
H 20.87688 10.44923 18.52311
H 19.23848 10.16456 16.70825
H 20.77660 8.32854 17.49531
H 19.29937 7.68947 16.50592
H 19.45329 7.66400 18.22259
H 17.38623 10.09624 18.33939
C 15.59147 10.23778 15.59826
O 14.79061 10.62046 16.63600
H 15.99494 9.21916 15.77550
H 16.39373 10.95203 15.38996
H 14.94379 10.26404 14.73331
H 14.71603 9.74747 17.07991
*
```

- relative energy (zero: lowest compared OMol25 entry of this formula, charge and spin) (kJ/mol) = 1002.2
- M (u) = 452.59
- HOMO energy (eV) = -8.72
- energy (Ha) = -1568.56332
- structure (SMILES) = NC(N)=O.NC(N)=O.NC(N)=O.CC(C)O.CC(C)O.CC(C)O.CC(C)O.CO
- HOMO-LUMO gap (eV) = 8.41


Record 4
Entry from OMol25: a cluster of 9 separate species, C16H48NO11 in total at a distorted geometry (the ωB97M-V functional and the def2-TZVPD basis).

```
! RIJCOSX wB97M-V def2-TZVPD def2/J DEFGRID3
* xyz -1 1
N -0.22152 0.09817 -0.25611
O -0.98620 0.60177 0.63205
O -0.76926 -0.22666 -1.36468
O 0.91964 -0.34782 0.02384
C 1.93981 3.10317 3.81746
C 1.06443 1.96531 3.20301
O 0.11210 2.52244 2.42685
H 2.37909 3.78852 2.99664
H 2.99954 2.59604 4.14861
H 1.60625 3.55416 4.78014
H 0.79024 1.18436 3.84329
H 1.62182 1.37845 2.51672
H 0.02425 1.98445 1.75839
C 1.42267 -2.07734 2.70457
C 0.14671 -1.79284 3.61065
O 0.55628 -1.40467 4.94108
H 2.19352 -1.27275 2.78674
H 0.95000 -2.36252 1.77424
H 1.72307 -2.93108 3.04757
H -0.41072 -2.79829 3.84303
H -0.63355 -1.28077 3.17976
H 0.88237 -2.10861 5.25431
C 4.82103 -3.57863 -0.69723
C 3.87083 -2.40501 -0.23733
O 2.76216 -2.47174 -1.07864
H 5.59492 -3.72955 -0.12477
H 4.85236 -3.61685 -1.71543
H 4.27006 -4.47193 -0.50847
H 4.25311 -1.31274 -0.28639
H 3.62515 -2.56469 0.74596
H 2.12886 -1.88035 -0.84526
C -4.99708 2.32179 -1.45564
C -3.69001 1.52318 -1.13462
O -2.97923 1.34466 -2.38410
H -5.68287 1.79547 -2.19114
H -4.68212 3.31296 -1.85186
H -5.69051 2.39119 -0.38470
H -4.09149 0.54092 -0.67466
H -2.98163 2.16156 -0.36337
H -2.23643 0.95024 -2.13246
C 2.16403 3.97109 -1.71300
C 1.60844 2.81206 -0.96253
O 2.67875 1.88497 -0.85309
H 3.11935 4.26590 -1.39221
H 1.49750 4.74195 -1.52897
H 2.33457 3.88631 -2.83285
H 0.68389 2.50595 -1.44035
H 1.13956 3.12537 0.01624
H 2.42846 1.09796 -0.60883
C -4.31680 0.77090 4.23394
C -3.15762 0.97765 3.19877
O -3.47223 0.52640 1.94886
H -4.09720 1.26716 5.13499
H -4.53112 -0.28333 4.26007
H -5.09654 1.35936 3.79503
H -2.21666 0.86423 3.43951
H -3.12403 2.06077 2.97599
H -2.63922 0.48086 1.57182
C -1.54420 -5.00421 -2.43507
C -0.72604 -3.72505 -2.30184
O -1.57783 -2.62933 -2.54028
H -0.94901 -5.94367 -2.11589
H -1.88895 -5.21039 -3.56194
H -2.23418 -5.15837 -1.76623
H 0.00164 -3.76919 -3.04108
H -0.22007 -3.65243 -1.35999
H -1.26619 -1.93608 -2.26426
C 0.32441 1.49968 -4.68637
C 1.11987 0.34769 -4.08530
O 1.94766 -0.24073 -5.07049
H -0.18449 1.14139 -5.59792
H 0.77414 2.39521 -4.79119
H -0.42985 1.80889 -4.00853
H 0.40258 -0.32233 -3.94882
H 1.59017 0.70432 -3.19117
H 2.39953 -1.10495 -4.82504
*
```

- relative energy (zero: lowest compared OMol25 entry of this formula, charge and spin) (kJ/mol) = 955.9
- M (u) = 430.56
- HOMO energy (eV) = -6.83
- energy (Ha) = -1520.38304
- HOMO-LUMO gap (eV) = 9.46


Record 5
Entry from OMol25: a structure of composition C16H48O20SZn at a distorted geometry (the ωB97M-V functional and the def2-TZVPD basis).

```
! RIJCOSX wB97M-V def2-TZVPD def2/J DEFGRID3
* xyz 0 1
Zn 2.37614 -1.49466 -1.03710
S 0.02204 0.45947 0.28742
O -0.45906 1.36614 -0.75628
O -1.08389 0.02580 1.13089
O 0.73706 -0.70277 -0.30357
O 1.06485 1.20348 1.05419
C -0.81542 0.41676 -3.88627
C -0.07700 -0.07162 -5.09755
O 1.25986 -0.53846 -4.81516
O -0.40766 1.69073 -3.39277
H -0.76574 -0.34711 -3.07760
H -1.90621 0.47257 -4.05078
H 0.04524 0.65290 -5.89773
H -0.67973 -0.93208 -5.42139
H 1.16616 -1.24437 -4.16673
H -0.45263 1.66654 -2.40184
C -0.64518 -2.84120 3.36093
C -1.91160 -2.95362 2.53444
O -2.72805 -1.77086 2.50589
O 0.41999 -2.12250 2.75197
H -0.26710 -3.86061 3.49382
H -0.91036 -2.42791 4.33994
H -2.45997 -3.84333 2.85787
H -1.75146 -3.16369 1.46572
H -2.25616 -1.09381 1.98187
H 0.13882 -1.21248 2.57939
C 2.59934 3.40631 3.09927
C 2.42886 2.08667 3.85489
O 1.16720 1.45180 3.73979
O 2.58840 3.24504 1.67280
H 3.50803 3.89042 3.46390
H 1.81918 4.15338 3.29575
H 2.77477 2.11813 4.88545
H 3.17493 1.44471 3.34678
H 0.98717 1.48764 2.77932
H 1.78199 2.70101 1.52742
C -2.17799 -2.94936 -1.60250
C -2.19772 -3.77252 -2.87870
O -1.23933 -3.30561 -3.82998
O -0.92971 -3.12027 -0.89875
H -2.93101 -3.35421 -0.93205
H -2.26853 -1.87773 -1.76952
H -3.14877 -3.77945 -3.40645
H -1.97306 -4.81333 -2.60980
H -0.36959 -3.27483 -3.42419
H -0.24127 -2.66773 -1.39571
C -4.40253 0.70206 0.23058
C -4.02225 1.94037 1.03528
O -3.09332 1.72621 2.10238
O -3.36806 0.27560 -0.66110
H -5.26954 0.97966 -0.37744
H -4.75889 -0.13078 0.84528
H -4.91127 2.39888 1.47336
H -3.57838 2.69694 0.37187
H -2.26888 1.36876 1.74212
H -2.57213 0.34051 -0.11388
C -0.57789 4.49103 0.37128
C -0.90103 5.97495 0.41689
O -0.67276 6.60287 -0.84908
O -1.20581 3.97589 -0.78672
H -0.94729 4.00663 1.28324
H 0.49616 4.32747 0.24098
H -0.30470 6.49485 1.17310
H -1.94251 6.08099 0.73452
H 0.01922 7.24313 -0.67101
H -0.86312 3.06967 -0.93921
C 1.71516 -5.25076 0.64172
C 2.50003 -3.98856 1.02346
O 1.87461 -2.86976 0.35517
O 0.32527 -5.07516 0.71678
H 1.90942 -6.14374 1.23445
H 2.08690 -5.51478 -0.36505
H 3.53879 -4.02201 0.69712
H 2.49442 -3.89392 2.10931
H 1.24461 -2.46418 1.01607
H 0.01628 -4.44477 0.03233
C 4.22986 0.66699 -0.46082
C 3.31123 1.30990 -1.49275
O 2.58601 0.28087 -2.20343
O 3.36749 -0.14662 0.35230
H 4.72303 1.43694 0.13000
H 4.98572 -0.01515 -0.85312
H 3.88046 1.89914 -2.22446
H 2.65652 2.08957 -1.09431
H 2.05273 0.71988 -2.90286
H 2.64065 0.45704 0.70838
*
```

- M (u) = 658.00
- HOMO energy (eV) = -8.96
- energy (Ha) = -4320.63396
- HOMO-LUMO gap (eV) = 5.74


HOMO energy of number 4 (C16H48NO11)? -6.83 eV